No. 1
Formula: C5H15NO
Source: the OMol25 dataset
Level of theory: ωB97M-V/def2-TZVPD

Calculated values
- 2S+1: 1
- E: -329.45792 a.u.
- Largest force on an atom: 1.81 eV/Å
- Structure (SMILES): CCCN(C)C.O
- Kohn-Sham gap: 9.24 eV
- Energy above the lowest of the compared OMol25 structures with the same formula, charge and spin: 31.18 kcal per mole
- Molecular weight: 105.181 g/mol
- HOMO level: -8.412 eV

XYZ file:
```
22
Properties=species:S:1:pos:R:3:forces:R:3:lowdin_charge:R:1
O -2.214 3.204 2.778 0.4221 1.0454 0.4775 -0.09
N 1.075 -1.565 -0.261 -0.1761 -0.0065 -0.2511 -0.28
C -0.302 0.560 0.007 -0.8101 0.5287 0.1975 -0.23
C 1.801 -2.309 -1.289 0.3551 0.1161 0.3714 -0.13
C 0.665 -0.283 -0.876 0.0916 1.5552 0.9254 -0.25
C -0.602 2.102 -0.355 0.9779 -1.3025 0.0899 -0.09
C -0.062 -2.305 0.298 -0.2433 0.4054 -0.4282 -0.11
H 0.272 -0.378 -1.907 -0.0300 -0.2651 0.2385 0.12
H 0.149 -3.367 0.508 0.2616 0.5382 -0.1624 0.08
H 1.564 0.361 -0.916 -0.0845 -0.4829 -0.4083 0.12
H -0.403 -1.823 1.230 0.1201 -0.2550 -0.3999 0.08
H -1.816 3.971 2.307 -0.4112 -0.7908 0.5546 0.04
H 2.702 -1.716 -1.520 -0.2456 -0.3722 -0.1251 0.08
H 2.116 -3.305 -0.936 -0.1585 0.4406 -0.0015 0.08
H -1.400 2.497 0.297 0.3588 -0.3540 -0.2285 0.04
H 1.215 -2.434 -2.215 0.0204 -0.0482 0.0470 0.08
H -1.284 0.055 0.091 0.4801 0.1672 0.0231 0.09
H 0.151 0.584 1.017 -0.3501 -0.1080 -0.3386 0.11
H -0.876 -2.248 -0.445 -0.2758 -0.3682 0.2878 0.08
H 0.332 2.646 -0.137 -0.4149 0.0811 -0.2092 0.06
H -0.882 2.289 -1.405 0.1150 -0.2776 0.3724 0.06
H -2.200 3.462 3.728 -0.0027 -0.2469 -1.0323 0.05
```
Positions in Å, forces in eV/Å.


No. 2
Formula: C28H33N7O5SSeTc
Source: the OMol25 dataset
Level of theory: ωB97M-V/def2-TZVPD

Calculated values
- 2S+1: 2
- E: -4726.27623 a.u.
- Largest force on an atom: 0.33 eV/Å
- Kohn-Sham gap (alpha / beta): 5.32 / 5.71 eV
- Net charge: +2
- Energy above the lowest of the compared OMol25 structures with the same formula, charge and spin: 1.86 kcal per mole
- Molecular weight: 756.643 g/mol
- HOMO level (alpha / beta): -13.324 / -13.323 eV

XYZ file:
```
76
Properties=species:S:1:pos:R:3:forces:R:3:lowdin_charge:R:1
Tc 0.140 -0.148 0.942 -0.1203 -0.2458 0.1755 1.62
Se 0.770 2.007 3.539 0.0050 -0.0232 0.0488 1.25
S -1.497 -2.309 -2.613 -0.0288 0.0056 0.0466 0.66
O 0.405 1.257 -2.800 -0.0103 0.0072 -0.0259 0.18
O 0.200 0.349 -6.349 -0.0255 -0.0173 0.0149 0.14
O 1.396 -0.559 2.283 0.1200 0.1162 -0.1014 -0.28
O -0.237 0.567 -0.754 0.2218 0.1751 -0.1326 -0.22
O 3.510 -0.687 3.071 -0.0111 -0.0487 0.0036 0.21
N -1.972 -0.383 1.278 -0.0223 0.0280 -0.0472 -0.06
N 0.085 3.601 3.717 -0.0010 0.0584 -0.0305 -0.20
N -0.828 -3.332 -4.939 0.0045 -0.0150 -0.0210 0.04
N -0.621 -1.015 -4.754 -0.0271 -0.0610 0.0516 0.11
N 0.360 -2.083 0.064 0.1246 -0.0338 -0.0408 -0.08
N -0.060 1.752 1.941 0.0330 -0.0489 -0.0741 -0.36
N 2.008 0.333 0.122 -0.1352 -0.0319 0.0829 0.02
C -1.382 5.113 2.526 0.0103 -0.0148 0.0145 0.01
C -1.600 -1.035 -7.051 -0.0060 0.0206 0.0089 -0.19
C -0.765 2.844 1.662 -0.0257 0.0737 0.0379 -0.33
C 3.102 0.136 0.845 0.0234 -0.0221 -0.0184 -0.15
C -0.157 -3.557 -6.222 0.0116 -0.0211 0.0068 -0.17
C -2.142 5.288 1.425 -0.0086 -0.0299 -0.0315 -0.03
C 0.091 -3.283 0.925 -0.0218 -0.0008 -0.0351 -0.19
C -0.592 -0.519 -6.096 0.0303 0.0412 -0.0972 -0.39
C 2.765 -0.423 2.194 0.0020 0.0570 0.0409 -0.49
C -2.210 -1.428 -9.341 -0.0026 -0.0010 0.0027 -0.05
C -2.233 4.265 0.420 -0.0280 0.0474 0.0087 -0.02
C -3.431 -1.940 -8.919 0.0008 0.0030 0.0109 -0.05
C -0.929 -3.036 2.022 -0.0105 0.0062 -0.0005 -0.20
C -0.670 3.879 2.676 -0.0014 -0.0142 0.0255 -0.35
C -3.746 -1.982 -7.567 0.0031 -0.0010 -0.0186 -0.06
C 0.680 0.925 -1.695 -0.1415 -0.0462 0.0020 -0.45
C -1.578 3.081 0.512 0.0139 -0.0426 -0.0202 -0.03
C -2.378 -2.822 1.589 -0.0063 -0.0105 -0.0076 -0.17
C 4.421 0.954 -0.955 -0.0299 0.0058 -0.0174 0.03
C 2.055 0.819 -1.108 -0.0010 0.0080 0.0201 -0.14
C 3.259 1.147 -1.700 0.0471 -0.0005 0.0095 0.08
C -0.944 -2.224 -4.230 0.0289 0.0448 -0.0213 -0.80
C 4.351 0.442 0.339 -0.0032 -0.0040 0.0060 0.08
C 1.209 -5.183 -7.555 0.0023 -0.0009 0.0022 -0.09
C -2.653 -1.597 0.729 -0.0138 -0.0168 0.0149 -0.21
C 0.545 -4.905 -6.213 0.0049 -0.0005 0.0012 -0.24
C -2.830 -1.533 -6.629 0.0042 0.0086 0.0085 -0.03
C -1.298 -0.965 -8.409 0.0022 -0.0013 -0.0077 -0.01
H -1.648 2.353 -0.284 0.0090 0.0066 0.0166 0.09
H -0.187 -5.688 -5.994 -0.0008 0.0019 0.0012 0.12
H -2.847 4.457 -0.450 -0.0008 0.0037 0.0003 0.12
H 1.285 -4.925 -5.409 0.0009 -0.0006 -0.0004 0.11
H -3.087 -1.552 -5.577 0.0010 -0.0003 0.0126 0.11
H 3.275 1.540 -2.707 0.0049 -0.0002 -0.0003 0.15
H -0.214 -2.135 -0.800 -0.0405 0.0337 0.0198 -0.05
H -2.994 -2.766 2.490 -0.0021 -0.0004 -0.0011 0.12
H 1.958 -4.425 -7.789 0.0025 0.0022 -0.0014 0.08
H -0.585 -2.216 2.668 -0.0007 0.0093 0.0108 0.09
H -2.183 -0.297 2.275 0.0107 0.0157 0.0025 0.13
H -2.693 6.207 1.282 -0.0003 0.0015 -0.0050 0.12
H -4.708 -2.358 -7.246 -0.0028 -0.0011 0.0012 0.11
H -0.883 -3.513 -7.035 0.0020 -0.0035 0.0080 0.12
H -0.444 -0.287 -4.074 0.0019 -0.0091 0.0139 0.09
H -0.227 -4.101 0.276 0.0032 0.0002 0.0023 0.13
H -1.159 -4.157 -4.459 -0.0062 0.0062 -0.0023 0.13
H -2.732 -3.695 1.037 0.0004 -0.0026 0.0034 0.13
H -0.905 -3.910 2.675 0.0001 0.0010 -0.0002 0.13
H -4.145 -2.297 -9.649 -0.0015 -0.0019 -0.0022 0.11
H -0.346 -0.551 -8.716 0.0040 0.0026 -0.0005 0.13
H -2.318 -1.709 -0.300 0.0051 -0.0089 -0.0007 0.02
H 1.307 -2.185 -0.298 -0.0049 -0.0125 -0.0012 0.11
H -1.288 5.862 3.300 0.0028 0.0014 0.0012 0.13
H 0.567 -2.755 -6.378 0.0001 -0.0036 -0.0062 0.13
H 1.037 -3.568 1.384 -0.0029 -0.0029 0.0047 0.13
H 0.475 -5.190 -8.361 -0.0020 -0.0001 -0.0020 0.08
H 5.232 0.279 0.945 0.0045 0.0029 -0.0031 0.15
H 5.382 1.203 -1.383 0.0026 0.0011 -0.0007 0.14
H -3.726 -1.408 0.692 0.0056 -0.0003 0.0014 0.13
H 1.706 -6.152 -7.549 0.0014 -0.0028 -0.0007 0.08
H -1.974 -1.385 -10.395 -0.0001 0.0010 -0.0029 0.11
H -2.394 0.445 0.856 -0.0093 0.0067 0.0350 0.10
```
Positions in Å, forces in eV/Å.


No. 3
Formula: C4H7IMnN
Source: the OMol25 dataset
Level of theory: ωB97M-V/def2-TZVPD

Calculated values
- 2S+1: 6
- E: -1659.74254 a.u.
- Largest force on an atom: 1.36 eV/Å
- Kohn-Sham gap (alpha / beta): 5.98 / 5.95 eV
- Net charge: +1
- Energy above the lowest of the compared OMol25 structures with the same formula, charge and spin: 0.00 kcal per mole
- Molecular weight: 250.949 g/mol
- HOMO level (alpha / beta): -13.609 / -13.610 eV

XYZ file:
```
14
Properties=species:S:1:pos:R:3:forces:R:3:lowdin_charge:R:1
I 3.229 -1.431 0.275 0.9503 -0.9686 0.0831 0.23
Mn 5.027 -3.262 0.404 -0.9036 0.9445 -0.0639 0.84
N 0.607 3.280 1.009 -0.1625 -0.8927 -0.1985 0.15
C -1.427 -0.919 -0.614 0.2601 -0.2720 0.1379 -0.11
C 0.380 2.180 0.741 0.1364 1.1137 0.1305 -0.23
C -1.233 0.551 -0.310 -0.2505 0.5118 -0.1044 -0.26
C 0.100 0.795 0.394 0.0391 -0.4236 0.1033 -0.24
H 0.127 0.211 1.322 0.0429 0.0139 -0.0772 0.12
H -2.046 0.930 0.313 0.0535 -0.0752 0.0606 0.12
H -1.314 -1.514 0.298 -0.1059 -0.0022 -0.0675 0.08
H 0.910 0.432 -0.248 0.0006 0.0628 0.0243 0.05
H -0.673 -1.275 -1.325 -0.1002 0.0262 -0.0056 0.07
H -1.275 1.139 -1.230 0.0760 -0.0242 0.0278 0.12
H -2.411 -1.117 -1.029 -0.0363 -0.0142 -0.0504 0.08
```
Positions in Å, forces in eV/Å.


No. 4
Formula: C32H35ClGeHfIN12O3S2Se
Source: the OMol25 dataset
Level of theory: ωB97M-V/def2-TZVPD

Calculated values
- 2S+1: 1
- E: -8203.04462 a.u.
- Largest force on an atom: 1.20 eV/Å
- Kohn-Sham gap: 6.78 eV
- Net charge: +3
- Energy above the lowest of the compared OMol25 structures with the same formula, charge and spin: 29.38 kcal per mole
- Molecular weight: 1192.264 g/mol
- HOMO level: -15.445 eV

XYZ file:
```
89
Properties=species:S:1:pos:R:3:forces:R:3:lowdin_charge:R:1
Hf -0.675 -0.329 0.086 0.0744 0.1592 1.1882 1.54
I -1.622 4.597 1.594 0.0107 0.0099 -0.0155 1.09
Se -0.972 -1.930 -2.274 0.1298 0.1466 -0.5917 1.10
Ge 2.259 1.566 -1.427 -0.1811 -0.2809 -0.3551 1.14
Cl -0.504 2.286 6.626 -0.0054 0.0039 0.0136 0.79
S -4.954 -1.451 1.488 -0.0476 -0.0128 0.0134 1.23
S 1.788 -1.908 0.322 -0.3447 0.0232 -0.2391 0.73
O 0.839 0.051 -1.348 0.3169 0.2457 -0.1610 -0.57
O -0.558 1.556 0.790 -0.0631 -0.3492 -0.0366 -0.28
O 0.518 0.195 -3.578 0.0044 0.2647 -0.0698 -0.05
N 3.480 -3.290 1.761 -0.0054 0.0494 -0.0093 0.15
N -2.786 -0.347 0.797 0.1421 -0.0201 -0.3568 -0.12
N -1.146 0.780 -2.008 0.0008 -0.0987 -0.0307 -0.02
N 1.447 -4.297 1.514 -0.0386 0.0081 -0.0005 0.13
N 2.480 -4.625 -3.883 -0.0393 0.0337 0.0186 0.10
N -0.055 -0.002 -2.520 -0.1019 -0.6370 0.0301 -0.59
N -2.967 2.502 -1.124 0.0369 0.0122 -0.0615 0.05
N -2.929 2.124 -2.481 -0.1933 0.0062 0.0998 0.02
N -1.876 1.122 -4.240 -0.0295 -0.0616 -0.0584 0.24
N -0.272 -0.529 2.324 -0.0560 0.0865 0.1988 -0.03
N -2.578 -1.703 0.676 0.2961 0.1222 -0.0109 -0.09
N -4.393 1.206 1.450 -0.0294 0.0330 -0.0187 0.17
C -0.346 0.791 4.360 -0.0039 -0.0355 -0.0011 -0.15
C 1.479 3.052 -3.720 0.0170 0.0401 -0.0427 -0.12
C -2.401 -4.551 0.397 0.0236 -0.0097 -0.0220 -0.08
C 3.953 0.930 0.746 0.0136 -0.0517 0.0444 -0.14
C 0.526 3.900 -1.677 -0.0925 -0.0170 0.0378 -0.13
C -3.598 -2.422 0.987 -0.0507 -0.0626 0.0547 -0.54
C 2.249 -3.255 1.271 0.0585 0.0172 0.1270 -0.83
C 2.313 2.609 1.297 -0.0199 0.0155 0.0437 -0.10
C 2.871 2.739 2.559 0.0189 -0.0135 0.0042 -0.05
C -0.088 -1.615 3.063 -0.0601 0.0244 -0.0891 -0.12
C 4.518 1.068 2.005 -0.0173 0.0167 0.0377 -0.06
C 1.313 2.958 -2.338 0.1151 0.0637 0.0121 -0.32
C 2.028 -3.585 -4.573 0.0035 -0.0601 0.0617 -0.09
C 2.835 1.687 0.387 0.0403 0.0525 -0.0160 -0.33
C 0.052 4.986 -3.771 0.0182 -0.0291 0.0258 -0.05
C -1.959 1.318 -2.925 0.0012 0.1021 0.0435 -0.41
C 3.971 1.967 2.914 -0.0043 -0.0178 -0.0247 -0.04
C 0.015 -1.580 4.450 0.0123 -0.0157 0.0719 0.00
C 0.990 -2.766 -4.133 0.0255 0.0282 -0.1084 -0.08
C -0.639 1.784 2.114 -0.1756 -0.0516 0.1145 -0.42
C -1.002 2.961 2.715 0.1881 0.0850 -0.1601 -0.62
C -0.598 2.072 4.925 0.0113 -0.0168 0.0635 -0.60
C 0.908 -4.119 -2.157 -0.0044 -0.0193 0.0849 -0.13
C -0.108 -0.378 5.103 0.0070 -0.0048 0.0185 0.04
C 0.459 -3.028 -2.883 -0.0375 -0.0496 0.0042 -0.53
C -3.658 -3.914 0.968 -0.0290 -0.0005 0.0221 -0.20
C 1.911 -4.896 -2.711 0.0377 0.0028 -0.0742 -0.11
C -0.953 3.111 4.121 -0.0189 0.0875 0.0053 -0.14
C -0.110 4.904 -2.390 -0.0114 0.0142 -0.0483 -0.08
C -0.392 0.673 2.960 -0.0759 0.0149 0.0112 -0.15
C 0.849 4.062 -4.434 -0.0202 0.0409 0.0139 -0.05
C -3.991 -0.036 1.226 0.0096 -0.0039 0.0538 -0.63
H -5.309 1.415 1.809 -0.0018 -0.0057 0.0085 0.13
H -3.770 1.966 1.214 0.0151 -0.0140 0.0217 0.08
H -3.833 -4.254 1.992 -0.0152 -0.0136 0.0043 0.13
H 2.107 2.344 -4.248 -0.0183 0.0079 0.0158 0.11
H -1.527 -4.245 0.976 -0.0005 0.0009 0.0011 0.05
H -0.422 5.788 -4.324 0.0050 -0.0132 0.0031 0.12
H 4.090 -2.504 1.607 -0.0025 0.0019 0.0213 0.11
H -0.702 5.648 -1.869 0.0110 -0.0064 -0.0108 0.11
H 3.867 -4.109 2.208 0.0078 -0.0043 -0.0196 0.14
H -1.193 4.069 4.562 0.0007 -0.0160 -0.0026 0.11
H 2.471 3.464 3.256 0.0035 -0.0023 -0.0058 0.12
H 4.421 2.087 3.891 -0.0042 -0.0028 -0.0146 0.12
H 0.590 -4.378 0.998 -0.0182 -0.0115 -0.0249 0.06
H 5.400 0.501 2.270 -0.0039 0.0095 -0.0013 0.11
H -2.482 -5.635 0.443 -0.0005 0.0081 0.0042 0.10
H 0.400 3.858 -0.603 -0.0073 -0.0004 -0.0240 0.03
H -3.856 2.967 -0.978 -0.0065 -0.0329 -0.0247 0.10
H -0.047 -0.321 6.182 -0.0018 -0.0022 -0.0056 0.12
H 0.629 -1.965 -4.762 0.0013 -0.0035 0.0210 0.10
H 2.276 -5.776 -2.191 -0.0011 0.0179 -0.0181 0.12
H 0.474 -4.376 -1.203 0.0029 -0.0088 0.0407 0.07
H -2.496 1.611 -4.865 0.0074 0.0145 0.0034 0.14
H -4.539 -4.220 0.398 0.0019 0.0077 -0.0110 0.13
H -2.226 3.180 -0.946 -0.0132 0.0135 -0.0194 0.01
H 1.000 4.141 -5.503 -0.0060 0.0041 0.0131 0.12
H -3.418 2.693 -3.156 0.0758 0.0589 0.0054 0.17
H -0.023 -2.555 2.535 0.0032 -0.0110 -0.0095 0.08
H 0.174 -2.499 4.996 0.0031 0.0096 -0.0021 0.13
H 4.394 0.240 0.035 0.0074 0.0160 0.0029 0.10
H 2.493 -3.400 -5.535 0.0053 -0.0128 0.0116 0.13
H -2.250 -4.268 -0.646 0.0041 0.0025 0.0074 0.06
H 3.202 0.765 -2.315 0.0552 0.0705 0.0173 0.04
H 1.479 3.241 1.021 0.0285 -0.0138 0.0291 0.07
H -1.074 0.657 -4.635 0.0012 0.0397 0.0462 0.11
H 1.783 -5.125 1.986 0.0042 0.0009 -0.0007 0.14
```
Positions in Å, forces in eV/Å.